[1]
Molecular formula: C3H8O2
Method: DFT, ωB97M-V/def2-TZVPD

Geometry (Å):
C -0.17308 -0.95660 0.79864
O -0.83710 -0.00775 1.64291
C 0.00560 -0.37919 -0.56198
C 1.12149 -0.59189 -1.27586
H -0.76424 -1.87109 0.67906
H 0.77282 -1.24527 1.29868
H -1.46537 -0.49298 2.16170
H -0.89712 -0.09388 -1.10442
H 1.20798 -0.08693 -2.23087
H 1.88733 -1.20078 -0.80753
H -0.49030 2.31528 0.51715
H -0.03736 1.89163 -0.76714
O -0.33066 2.71946 -0.35033

Results
Energy above the lowest of the compared OMol25 structures with the same formula, charge and spin in eV: 1.729
Total charge: 0
LUMO in eV: 0.66
Structure (SMILES): C=CCO.O
Gap between HOMO and LUMO in eV: 10.79

***

[2]
Molecular formula: C3H3N3
Method: DFT, ωB97M-V/def2-TZVPD

Geometry (Å):
C 0.35331 -0.47246 1.06862
C -1.19834 -0.18137 -0.37452
C 0.81419 0.68344 -0.78900
H 0.80135 -0.78190 2.10111
H -2.28160 -0.30671 -0.72430
H 1.45234 1.62050 -1.08983
N -0.92290 -0.81659 0.78023
N -0.38305 0.65958 -1.15409
N 1.33638 0.05565 0.41420

Results
Energy above the lowest of the compared OMol25 structures with the same formula, charge and spin in eV: 1.309
Total charge: 0
LUMO in eV: -0.10
Structure (SMILES): c1ncncn1
Gap between HOMO and LUMO in eV: 10.29

***

[3]
Molecular formula: C5H8N4O
Method: DFT, ωB97M-V/def2-TZVPD

Geometry (Å):
C 0.64201 1.43365 -1.94996
C -0.61214 1.22691 -2.55449
C -0.00799 -0.01688 -0.33769
C 1.59647 -0.53222 1.49198
C -0.73510 -0.91609 1.73151
N 0.92344 0.77302 -0.89026
N -1.46636 0.44364 -2.01265
N -1.23850 -0.24674 -0.95155
N 0.27755 -0.60863 0.80674
O -2.26627 -0.76271 -0.43917
H 1.41633 2.09942 -2.20823
H -0.99341 1.67849 -3.38527
H 1.43381 0.00261 2.39955
H 2.01702 -1.54246 1.76375
H 2.25516 0.03631 0.79709
H -0.56579 -1.87071 2.10499
H -0.96013 -0.10916 2.38434
H -1.71611 -1.08844 1.24931

Results
Energy above the lowest of the compared OMol25 structures with the same formula, charge and spin in eV: 5.075
Total charge: 0
LUMO (alpha / beta) in eV: 0.22 / 0.22
Gap between HOMO and LUMO (alpha / beta) in eV: 8.19 / 8.19

***

[4]
Molecular formula: C4H11ClCrNO3Tm
Method: DFT, ωB97M-V/def2-TZVPD

Geometry (Å):
Cr 0.54251 -0.01485 -2.46057
Cl 1.28530 -1.69843 -1.05443
C 2.19417 1.12942 -3.09266
C -0.43140 -0.87061 -4.12702
H 2.15352 1.53484 -4.11852
H 2.30000 1.99109 -2.41532
H 3.13385 0.56533 -3.02360
H -0.32480 -0.30583 -5.07217
H -1.50704 -1.01150 -3.93000
H -0.00475 -1.86860 -4.31334
Tm 0.05653 -0.19087 0.63078
C -1.87154 -1.25355 1.03006
C -0.48452 1.20999 -1.12214
H -2.53020 -0.71370 0.31586
H -1.82938 -2.26838 0.60761
H -2.22737 -1.25901 2.08181
H -1.41003 1.06516 -1.69368
H -0.20068 2.26328 -1.24326
O 0.62222 -0.77583 3.49147
N 0.32812 0.43074 3.37882
O -0.35248 1.07677 4.16236
O 0.69467 1.03435 2.21754

Results
2S+1: 6
Total charge: -1
LUMO (alpha / beta) in eV: 2.95 / 2.93
Expectation value of S²: 8.99
Gap between HOMO and LUMO (alpha / beta) in eV: 7.17 / 7.52

***

[5]
Molecular formula: C3H7N2O
Method: DFT, ωB97M-V/def2-TZVPD

Geometry (Å):
C 0.18177 0.96514 -0.26611
C 0.20311 -0.22675 0.37827
C -0.76257 -2.25670 -1.59158
N -0.46909 -3.44949 -1.25189
N 0.16247 2.14050 0.61240
O 0.03045 -1.45338 -0.27526
H -0.04676 1.05712 -1.26527
H 0.53775 -0.21479 1.50584
H 0.04648 -3.57534 -0.34564
H -0.68768 -4.31254 -1.78739
H -0.68826 2.79075 0.54469
H 1.07231 2.71446 0.45192
H 0.17452 1.62036 1.47597

Results
Energy above the lowest of the compared OMol25 structures with the same formula, charge and spin in eV: 3.171
2S+1: 3
Total charge: +1
LUMO (alpha / beta) in eV: -3.70 / -5.98
Expectation value of S²: 2.01
Gap between HOMO and LUMO (alpha / beta) in eV: 6.18 / 7.65

***

[6]
Molecular formula: C26H30ClFeN11O3S2
Method: DFT, ωB97M-V/def2-TZVPD

Geometry (Å):
Fe 0.12162 -0.95401 -0.40688
O 1.40548 1.14713 -3.61152
C 0.74782 0.69585 -2.68781
N 1.08280 -0.36437 -1.92641
C 2.26059 -1.12264 -2.31122
C 2.06745 -2.50454 -1.74645
C 2.83541 -3.60956 -2.08869
C 2.54167 -4.83537 -1.52847
C 1.47953 -4.93948 -0.63741
C 0.75892 -3.80917 -0.33579
N 1.05122 -2.62022 -0.87934
C -0.63161 1.20293 -2.37340
C -1.21852 2.21061 -3.12210
C -2.53583 2.53988 -2.85724
C -3.21829 1.84098 -1.86875
C -2.55184 0.85256 -1.16682
N -1.27706 0.54532 -1.40814
H 2.37973 -1.14409 -3.39894
H 3.17500 -0.67659 -1.90558
H 3.64688 -3.49184 -2.79324
H 3.12758 -5.70735 -1.78556
H 1.21657 -5.88100 -0.17781
H -0.06916 -3.82882 0.35834
H -0.63206 2.69512 -3.89003
H -3.03064 3.32203 -3.41661
H -4.25187 2.05811 -1.63973
H -3.04967 0.29113 -0.38569
N -0.80330 -2.04668 -3.57072
C -1.68385 -2.25231 -2.58125
N -1.44095 -1.99221 -1.31416
C -2.53512 -2.29467 -0.52155
C -3.60435 -2.79014 -1.17624
S -3.26104 -2.89247 -2.86299
C -2.31421 -2.07515 0.89992
C -3.10706 -2.39117 1.94087
S -2.26446 -2.11932 3.41749
C -0.87156 -1.60911 2.52740
N -1.04907 -1.58396 1.21534
N 0.25015 -1.23750 3.15570
H 0.01096 -1.48763 -3.35281
H -1.07977 -2.14971 -4.53080
H -4.55078 -3.11483 -0.78039
H -4.09939 -2.80670 1.92680
H 0.39064 -1.51978 4.11041
H 1.05416 -1.13025 2.53983
Cl 3.32998 -2.86240 2.07650
C 3.67161 -1.11881 1.89014
C 2.83586 -0.48717 0.77306
O 3.36923 0.25907 -0.01583
O 1.56987 -0.78517 0.84258
H 4.72589 -0.99743 1.66831
H 3.44537 -0.63166 2.83883
C -0.92863 1.84314 2.07007
N -0.96036 3.06355 2.87076
C 0.39137 3.29407 3.39352
N 1.37837 3.42300 2.32145
C 1.35823 2.19816 1.52719
N 0.02707 1.90916 0.95029
C -0.33699 3.09074 0.13946
N -0.35079 4.33433 0.89932
C -1.30574 4.18598 1.99716
C 0.98335 4.54196 1.46588
H -1.92921 1.65525 1.66568
H -0.64398 1.01649 2.71983
H 0.66994 2.45476 4.03541
H 0.38999 4.20629 3.99212
H 1.62924 1.36824 2.18268
H 2.08745 2.26146 0.71918
H -1.33364 2.94411 -0.27970
H 0.38942 3.18425 -0.66945
H -2.30321 4.02001 1.58257
H -1.32122 5.10476 2.58578
H 0.98399 5.46197 2.05266
H 1.70483 4.64289 0.65301

Results
Energy above the lowest of the compared OMol25 structures with the same formula, charge and spin in eV: 1.236
2S+1: 2
Total charge: +1
LUMO (alpha / beta) in eV: -3.32 / -3.13
Expectation value of S²: 0.83
Gap between HOMO and LUMO (alpha / beta) in eV: 7.33 / 7.52